Molecular formula: C6H11Br4N
Method: DFT, the ωB97M-V functional and the def2-TZVPD basis

```
22
Properties=species:S:1:pos:R:3:mulliken_charge:R:1
Br -2.41803 7.17290 0.31042 -0.16
C -0.96752 5.88241 0.41338 -0.72
C -1.47885 4.51971 0.16320 -0.55
Br -0.02235 3.24331 0.18693 -0.18
H -0.41840 6.17297 1.25275 0.45
H -0.31477 6.15696 -0.35553 0.38
H -1.85946 4.45282 -0.80544 0.38
H -2.12206 4.15628 0.90753 0.40
Br 0.10827 -4.21752 -1.19001 -0.18
C 1.58416 -4.48069 0.04631 -0.80
C 1.45241 -5.79543 0.77958 -0.40
Br 3.12049 -5.94784 1.76949 -0.16
H 1.67533 -3.58029 0.62775 0.43
H 2.42023 -4.42356 -0.60071 0.39
H 1.41909 -6.61499 0.02284 0.35
H 0.59697 -5.73793 1.49654 0.35
C -0.90289 -0.15400 -0.85535 -0.76
C 0.53119 -0.09590 -0.88874 0.38
N 1.71778 -0.11111 -0.93612 -0.44
H -1.21752 -0.08152 0.18434 0.28
H -1.35266 -1.10416 -1.13185 0.27
H -1.55143 0.58757 -1.39732 0.29
```

Output
- ΔE to the lowest compared entry with this formula, charge and spin: 1.4 kcal per mole
- HOMO level: -10.40 eV
- Spin multiplicity: 1
- Net charge: 0

Molecular formula: C34H32FeI2N7O4S2
Method: DFT, the ωB97M-V functional and the def2-TZVPD basis

```
82
Properties=species:S:1:pos:R:3:mulliken_charge:R:1
Fe -0.01447 -1.66228 0.03819 -0.70
C -0.77861 -1.05013 5.00458 -0.86
N -1.71516 -0.89456 3.90378 0.20
C -2.75532 0.01537 3.84215 -0.71
C -3.34668 -0.12159 2.64557 -0.50
N -2.64953 -1.12016 1.96478 0.55
C -1.62738 -1.59214 2.75816 0.10
S -0.50146 -2.77940 2.38025 -0.45
C -3.04045 -1.67182 0.73148 0.32
C -4.39058 -1.83393 0.45667 -0.78
C -4.75771 -2.43064 -0.73413 -0.71
C -3.76805 -2.89656 -1.58651 -1.07
C -2.45213 -2.70021 -1.22768 -0.30
N -2.08183 -2.05147 -0.11537 0.73
H -1.12746 -0.44736 5.83835 0.36
H 0.21091 -0.72178 4.68983 0.29
H -0.72757 -2.09563 5.29783 0.36
H -2.96994 0.69191 4.64995 0.49
H -4.15768 0.42099 2.19546 0.48
H -5.12924 -1.53463 1.18564 0.60
H -5.80391 -2.56857 -0.97120 0.46
H -4.00510 -3.41507 -2.50376 0.51
H -1.64232 -3.09135 -1.82724 0.29
I 1.17963 -6.49061 -1.44451 0.05
C 2.35729 -4.86246 -0.93011 -0.08
C 3.76169 -4.97261 -1.00851 -0.37
C 4.58565 -3.93135 -0.68513 -0.43
I 6.64637 -4.18832 -0.82949 0.10
C 4.02165 -2.69811 -0.25640 1.15
C 4.75242 -1.54866 0.11393 -0.89
C 4.09901 -0.41594 0.51560 -1.10
C 2.69733 -0.40633 0.54959 0.19
N 1.98879 -1.45933 0.20455 0.74
C 2.61952 -2.60417 -0.18982 0.55
C 1.74510 -3.69283 -0.52493 -0.62
O 0.45567 -3.51681 -0.44182 -0.47
H 4.18511 -5.91304 -1.33465 0.37
H 5.83364 -1.57823 0.08192 0.22
H 4.64350 0.47044 0.80839 0.53
H 2.14971 0.46831 0.87197 0.17
O -0.03059 0.29735 1.58862 -0.49
C -0.50309 0.20831 0.46323 1.32
C 3.37029 3.02323 -1.38638 -1.45
C 2.27351 3.43665 -0.44428 0.86
C 1.24270 4.27510 -0.85437 -0.87
C 0.24863 4.69026 0.01939 -0.39
C 0.25385 4.24103 1.33251 -0.11
N -0.75441 4.58870 2.26580 0.01
C -2.08018 4.88770 2.07058 0.19
O -2.72468 5.49453 2.90006 -0.67
N -2.68288 4.44215 0.89611 -0.03
C -2.43818 3.25739 0.18986 -0.70
C -3.02539 3.10884 -1.08267 -0.75
C -2.74863 1.94018 -1.81189 -1.18
C -1.90895 0.98739 -1.33528 -0.16
N -1.32636 1.15049 -0.07639 0.68
C -1.64531 2.27270 0.70228 -0.53
C 1.27855 3.40370 1.76145 0.15
C 2.27799 3.01927 0.88387 -0.70
H 3.06819 3.14520 -2.42596 0.37
H 3.65002 1.97925 -1.23509 0.24
H 4.26702 3.62600 -1.23060 0.34
H 1.21916 4.62934 -1.87828 0.41
H -0.53166 5.35572 -0.32431 0.48
H -0.44931 4.85002 3.19071 0.27
H -3.60692 4.83509 0.79692 0.28
H -3.64777 3.89143 -1.49138 0.54
H -3.18199 1.80056 -2.79275 0.49
H -1.61315 0.09217 -1.85434 0.53
H -1.16802 2.29981 1.66464 1.30
H 1.28214 3.04060 2.78247 0.36
H 3.07579 2.37648 1.24031 0.42
C 1.14989 -3.13651 -3.67870 -0.71
S 0.09048 -1.71845 -3.46540 0.41
C 0.99499 -0.53047 -4.44238 -1.03
O 0.31567 -1.24926 -2.03821 -0.58
H 2.15855 -2.87564 -3.35798 0.23
H 1.13275 -3.43889 -4.72566 0.57
H 0.75720 -3.93321 -3.04752 0.02
H 0.87137 -0.77341 -5.49738 0.45
H 2.04535 -0.54155 -4.15601 0.30
H 0.55302 0.44182 -4.23295 0.37
```

Output
- ΔE to the lowest compared entry with this formula, charge and spin: 81.4 kcal per mole
- HOMO level (spin up / spin down): -8.84 / -9.89 eV
- Spin multiplicity: 5
- Net charge: +1
- ⟨S²⟩: 6.22

Molecular formula: C7H8F2
Method: DFT, the ωB97M-V functional and the def2-TZVPD basis

```
17
Properties=species:S:1:pos:R:3:mulliken_charge:R:1
C -1.15784 0.70800 -0.21351 0.59
C -1.95250 1.79452 -0.09096 -1.29
C 2.08669 -1.67353 -0.32565 -0.99
C 1.67252 -1.02807 0.79064 0.06
C 0.31338 0.88179 -0.53608 -0.48
C 0.89425 0.06736 0.62865 -0.64
C -1.61497 -0.58713 0.00777 0.45
F -2.83091 -0.93139 0.48734 -0.25
F -1.04482 -1.64661 -0.50874 -0.19
H -2.82451 1.82401 0.41736 0.37
H -1.79352 2.80532 -0.38255 0.33
H 2.54105 -2.57043 -0.29362 0.39
H 1.84395 -1.17260 -1.30963 0.16
H 1.73557 -1.33689 1.74898 0.43
H 0.74654 0.50158 -1.44949 0.33
H 0.69002 1.87161 -0.48607 0.33
H 0.69509 0.49248 1.51556 0.39
```

Output
- ΔE to the lowest compared entry with this formula, charge and spin: 73.7 kcal per mole
- HOMO level (spin up / spin down): -7.42 / -7.57 eV
- Spin multiplicity: 1
- Net charge: 0

Molecular formula: C4H5F3IN
Method: DFT, the ωB97M-V functional and the def2-TZVPD basis

```
14
Properties=species:S:1:pos:R:3:mulliken_charge:R:1
C -1.25459 0.29446 -0.27873 -0.02
C 1.12003 0.98034 -0.50655 -1.19
C 0.10924 -0.09778 -0.60803 -0.09
C 0.44873 -1.25321 1.16423 0.69
N -1.53270 1.43161 0.24611 -0.59
F -0.47233 -2.31097 0.93508 -0.23
F 0.15243 -0.62174 2.30902 -0.20
F 1.66419 -1.72625 0.97712 -0.18
I 0.20439 -1.58453 -2.08182 0.23
H -2.09463 -0.43679 -0.72485 0.26
H 1.07950 1.50418 -1.46035 0.40
H 2.20761 0.48063 -0.58198 0.31
H 0.88997 1.68556 0.30857 0.36
H -2.52182 1.65449 0.30219 0.25
```

Output
- ΔE to the lowest compared entry with this formula, charge and spin: 46.2 kcal per mole
- HOMO level: -9.31 eV
- Spin multiplicity: 1
- Net charge: 0

Molecular formula: C4H12
Method: DFT, the ωB97M-V functional and the def2-TZVPD basis

```
16
Properties=species:S:1:pos:R:3:mulliken_charge:R:1
C -0.91157 2.83108 1.38025 -0.92
C -0.62013 2.12101 0.06288 -0.66
H -0.60197 3.87807 1.37326 0.27
H -1.96808 2.84347 1.61710 0.29
H -0.40486 2.36491 2.22551 0.29
H 0.41815 2.26140 -0.21607 0.27
H -1.28795 2.45157 -0.72037 0.30
H -0.72874 1.04255 0.20396 0.15
C 0.55132 -3.21484 -0.71105 -0.87
C 0.98026 -1.74458 -0.78797 -0.75
H 1.32239 -3.81476 -0.23429 0.28
H -0.35731 -3.28791 -0.10747 0.28
H 0.34796 -3.60666 -1.70926 0.27
H 1.80072 -1.59501 -1.47867 0.32
H 1.32009 -1.40082 0.19325 0.27
H 0.13973 -1.12947 -1.09106 0.20
```

Output
- ΔE to the lowest compared entry with this formula, charge and spin: 1.2 kcal per mole
- HOMO level: -11.80 eV
- Spin multiplicity: 1
- Net charge: 0

Molecular formula: C7H14BNO2
Method: DFT, the ωB97M-V functional and the def2-TZVPD basis

```
25
Properties=species:S:1:pos:R:3:mulliken_charge:R:1
B 1.71096 -0.19146 2.13199 0.66
C -1.03869 0.16359 0.28868 0.73
C -0.98209 2.51306 -1.90266 -1.16
C 0.74689 -2.38312 1.12113 -1.01
C -1.39188 -1.12129 -1.76067 -1.54
C -0.18561 1.15767 -1.76448 -0.57
C 1.22348 -1.11954 0.93539 -0.72
C -0.81132 0.03346 -0.98134 0.23
N -1.34132 0.24739 1.44674 -0.56
O 2.68229 0.70466 1.88731 -0.55
O 1.09970 -0.42603 3.27730 -0.54
H -0.96165 2.70414 -2.97105 0.34
H -2.01127 2.29895 -1.74942 0.38
H -0.74367 3.25359 -1.16558 0.36
H 0.77838 -2.99174 2.02776 0.25
H -0.97527 -0.43570 2.18147 0.30
H 0.49133 -3.12179 0.39958 0.29
H -2.07181 -1.65767 -1.15399 0.41
H -2.10280 -0.69537 -2.56261 0.37
H -0.71485 -1.76720 -2.28001 0.32
H 0.11460 0.86363 -2.76419 0.46
H 0.87810 1.33565 -1.33839 0.31
H 1.19784 -0.57533 0.04357 0.70
H 3.08842 1.21902 2.54984 0.27
H 1.32024 -0.00858 4.10361 0.26
```

Output
- ΔE to the lowest compared entry with this formula, charge and spin: 43.5 kcal per mole
- HOMO level (spin up / spin down): -3.84 / -7.54 eV
- Spin multiplicity: 3
- Net charge: 0
- ⟨S²⟩: 2.01